(1)
{"formula": "C49H119NO21", "method": "the ωB97M-V functional and the def2-TZVPD basis", "total_charge": 0, "total_energy_ev": -97213.319, "lumo_energy_ev": 0.487, "e_above_lowest_kcal_mol": 68.8, "multiplicity": 1, "gap_ev": 8.232, "smiles": "CC1(C)CCCC(C)(C)N1O.COCCOC.COCCOC.COCCOC.COCCOC.COCCOC.COCCOC.COCCOC.COCCOC.COCCOC.COCCOC", "e_homo_ha": -0.285, "species": ["C", "O", "C", "C", "O", "C", "H", "H", "H", "H", "H", "H", "H", "H", "H", "H", "C", "O", "C", "C", "O", "C", "H", "H", "H", "H", "H", "H", "H", "H", "H", "H", "C", "O", "C", "C", "O", "C", "H", "H", "H", "H", "H", "H", "H", "H", "H", "H", "C", "O", "C", "C", "O", "C", "H", "H", "H", "H", "H", "H", "H", "H", "H", "H", "C", "O", "C", "C", "O", "C", "H", "H", "H", "H", "H", "H", "H", "H", "H", "H", "C", "O", "C", "C", "O", "C", "H", "H", "H", "H", "H", "H", "H", "H", "H", "H", "C", "O", "C", "C", "O", "C", "H", "H", "H", "H", "H", "H", "H", "H", "H", "H", "C", "O", "C", "C", "O", "C", "H", "H", "H", "H", "H", "H", "H", "H", "H", "H", "C", "O", "C", "C", "O", "C", "H", "H", "H", "H", "H", "H", "H", "H", "H", "H", "C", "O", "C", "C", "O", "C", "H", "H", "H", "H", "H", "H", "H", "H", "H", "H", "C", "C", "C", "C", "C", "C", "N", "O", "C", "C", "C", "H", "H", "H", "H", "H", "H", "H", "H", "H", "H", "H", "H", "H", "H", "H", "H", "H", "H", "H"], "xyz": [[7.209, -5.882, -1.471], [6.332, -5.048, -0.774], [6.802, -3.718, -0.663], [5.674, -2.841, -0.104], [4.597, -2.839, -0.986], [3.509, -2.160, -0.413], [8.087, -6.120, -0.851], [7.550, -5.496, -2.438], [6.736, -6.852, -1.633], [6.942, -3.377, -1.700], [7.756, -3.636, -0.135], [6.157, -1.853, -0.057], [5.479, -3.181, 0.919], [3.771, -1.096, -0.289], [3.257, -2.415, 0.626], [2.604, -2.243, -1.009], [2.311, -0.929, 2.495], [3.443, -1.792, 2.480], [4.687, -1.122, 2.364], [5.103, -0.300, 3.592], [4.353, 0.909, 3.606], [4.298, 1.589, 4.830], [2.509, 0.139, 2.540], [1.588, -1.185, 3.268], [1.843, -1.054, 1.510], [4.690, -0.527, 1.443], [5.410, -1.926, 2.213], [6.176, -0.084, 3.565], [4.814, -0.795, 4.526], [5.216, 2.104, 5.126], [3.985, 0.858, 5.587], [3.517, 2.351, 4.862], [4.070, 3.579, -1.955], [5.254, 3.265, -2.657], [6.453, 3.513, -1.967], [6.636, 2.811, -0.625], [5.850, 3.444, 0.361], [5.862, 2.776, 1.620], [3.953, 2.942, -1.070], [3.234, 3.405, -2.624], [4.100, 4.592, -1.539], [6.606, 4.592, -1.846], [7.247, 3.158, -2.625], [7.701, 2.942, -0.394], [6.374, 1.747, -0.654], [5.189, 1.929, 1.472], [5.360, 3.435, 2.323], [6.830, 2.436, 1.992], [0.380, 0.729, 5.262], [-0.837, 0.184, 4.803], [-1.796, 0.064, 5.824], [-3.150, -0.282, 5.233], [-3.263, -1.512, 4.525], [-2.359, -1.723, 3.451], [0.225, 1.779, 5.536], [1.122, 0.744, 4.465], [0.808, 0.186, 6.109], [-2.041, 0.979, 6.384], [-1.463, -0.714, 6.523], [-3.489, 0.569, 4.633], [-3.885, -0.477, 6.015], [-1.340, -1.848, 3.818], [-2.455, -0.903, 2.735], [-2.662, -2.666, 2.994], [-6.157, 4.403, -6.343], [-5.607, 5.256, -5.374], [-4.805, 4.597, -4.412], [-5.633, 4.036, -3.283], [-6.706, 4.865, -2.868], [-6.318, 6.085, -2.297], [-6.994, 3.807, -5.960], [-5.460, 3.622, -6.685], [-6.434, 4.997, -7.209], [-4.077, 5.340, -4.077], [-4.198, 3.802, -4.859], [-5.032, 3.759, -2.409], [-6.172, 3.133, -3.577], [-7.181, 6.554, -1.820], [-5.885, 6.769, -3.029], [-5.665, 5.893, -1.431], [-0.628, 5.051, 2.546], [-1.519, 4.879, 3.634], [-2.184, 3.642, 3.731], [-3.375, 3.468, 2.775], [-4.249, 2.531, 3.418], [-5.273, 2.122, 2.535], [-0.313, 6.088, 2.565], [-1.218, 4.908, 1.631], [0.180, 4.316, 2.519], [-2.496, 3.499, 4.768], [-1.417, 2.867, 3.586], [-2.936, 2.963, 1.907], [-3.980, 4.347, 2.557], [-5.858, 2.950, 2.122], [-6.004, 1.478, 3.029], [-4.781, 1.492, 1.785], [4.849, -6.322, 4.305], [4.881, -6.379, 2.899], [5.061, -5.161, 2.189], [3.685, -4.656, 1.772], [3.067, -4.003, 2.860], [1.800, -3.507, 2.479], [5.874, -6.267, 4.681], [4.355, -7.193, 4.726], [4.296, -5.453, 4.673], [5.665, -5.380, 1.306], [5.621, -4.493, 2.852], [3.058, -5.492, 1.441], [3.795, -3.966, 0.918], [1.876, -2.690, 1.756], [1.276, -3.127, 3.357], [1.200, -4.350, 2.123], [-2.365, 1.462, -6.380], [-1.023, 1.881, -6.168], [-0.656, 3.044, -6.875], [0.447, 3.776, -6.132], [1.514, 2.919, -5.803], [2.425, 3.480, -4.908], [-2.467, 0.386, -6.272], [-2.706, 1.790, -7.365], [-2.977, 1.972, -5.633], [-1.504, 3.725, -7.020], [-0.348, 2.785, -7.895], [-0.005, 4.301, -5.283], [0.885, 4.506, -6.828], [1.973, 3.773, -3.954], [3.035, 4.300, -5.311], [3.214, 2.777, -4.628], [-7.881, -1.183, -1.063], [-6.768, -2.062, -1.157], [-6.219, -2.400, 0.103], [-5.055, -1.486, 0.466], [-4.006, -1.510, -0.500], [-3.546, -2.810, -0.859], [-8.758, -1.753, -0.760], [-7.951, -0.665, -2.019], [-7.641, -0.347, -0.393], [-5.860, -3.425, 0.014], [-6.974, -2.406, 0.894], [-4.628, -1.764, 1.436], [-5.401, -0.453, 0.520], [-2.673, -2.594, -1.474], [-4.233, -3.341, -1.524], [-3.345, -3.409, 0.030], [0.443, -4.152, -0.769], [-0.709, -4.972, -0.751], [-0.752, -5.839, 0.348], [-1.975, -6.721, 0.250], [-3.082, -5.921, -0.156], [-4.266, -6.651, -0.308], [0.263, -3.214, -0.233], [0.661, -3.892, -1.803], [1.315, -4.587, -0.274], [-0.720, -5.308, 1.310], [0.131, -6.491, 0.402], [-2.251, -7.250, 1.165], [-1.821, -7.466, -0.539], [-4.393, -7.390, 0.489], [-4.252, -7.242, -1.237], [-5.156, -6.038, -0.438], [-1.885, 3.267, -1.184], [-1.731, 1.816, -1.696], [-0.642, 1.694, -2.780], [0.785, 1.528, -2.242], [0.884, 0.435, -1.175], [-0.172, 0.537, -0.099], [-1.495, 0.831, -0.657], [-2.533, 0.719, 0.274], [-0.270, -0.777, 0.653], [0.235, 1.666, 0.875], [-3.033, 1.374, -2.406], [-2.041, 3.957, -2.016], [-1.053, 3.514, -0.537], [-2.819, 3.349, -0.619], [-0.819, 0.959, -3.564], [-0.534, 2.655, -3.294], [1.104, 2.519, -1.905], [1.420, 1.251, -3.087], [1.855, 0.668, -0.721], [0.982, -0.538, -1.659], [0.684, -1.311, 0.663], [-0.521, -0.603, 1.702], [-1.005, -1.475, 0.251], [1.156, 1.376, 1.391], [0.512, 2.630, 0.444], [-0.613, 1.862, 1.534], [-3.239, 1.818, -3.387], [-3.915, 1.679, -1.832], [-3.118, 0.302, -2.581], [-3.015, -0.074, -0.028]]}

***

(2)
{"formula": "C49H32AsBrF5I2N4OS4Y", "method": "the ωB97M-V functional and the def2-TZVPD basis", "total_charge": 0, "total_energy_ev": -264397.506, "lumo_energy_ev": -0.931, "e_above_lowest_kcal_mol": 14.0, "multiplicity": 1, "gap_ev": 6.255, "e_homo_ha": -0.264, "species": ["Y", "Br", "C", "C", "C", "C", "O", "C", "C", "N", "C", "C", "C", "C", "C", "C", "C", "C", "N", "C", "C", "H", "H", "H", "H", "H", "H", "H", "H", "H", "H", "I", "C", "I", "H", "H", "F", "C", "C", "F", "C", "F", "C", "S", "C", "F", "C", "F", "C", "C", "C", "C", "C", "C", "As", "C", "C", "C", "C", "C", "C", "C", "C", "C", "C", "C", "C", "H", "H", "H", "H", "H", "H", "H", "H", "H", "H", "H", "H", "H", "H", "H", "S", "C", "S", "C", "N", "N", "C", "C", "C", "C", "C", "C", "S", "H", "H", "H", "H", "H"], "xyz": [[-0.508, -0.510, 1.241], [3.088, -7.217, 1.169], [2.497, -5.421, 1.269], [3.159, -4.521, 2.112], [2.731, -3.219, 2.199], [1.618, -2.759, 1.476], [1.224, -1.516, 1.612], [0.975, -3.671, 0.607], [-0.139, -3.332, -0.235], [-0.776, -2.207, -0.285], [-1.814, -2.071, -1.246], [-1.723, -2.517, -2.535], [-2.802, -2.370, -3.430], [-3.983, -1.837, -3.009], [-4.120, -1.394, -1.674], [-5.334, -0.910, -1.145], [-5.400, -0.536, 0.165], [-4.226, -0.566, 0.933], [-3.064, -0.978, 0.476], [-3.011, -1.453, -0.806], [1.434, -5.004, 0.525], [4.008, -4.857, 2.692], [3.233, -2.513, 2.849], [-0.486, -4.139, -0.885], [-0.806, -2.979, -2.874], [-2.681, -2.700, -4.454], [-4.826, -1.738, -3.683], [-6.206, -0.856, -1.788], [-6.324, -0.201, 0.616], [-4.249, -0.235, 1.962], [0.932, -5.695, -0.143], [1.473, 1.597, 2.784], [2.619, 1.690, 0.988], [1.701, 0.720, -0.751], [3.553, 1.185, 1.200], [2.769, 2.739, 0.761], [2.429, 0.100, 7.691], [1.545, -0.197, 6.745], [0.560, 0.705, 6.403], [0.494, 1.884, 7.021], [-0.341, 0.385, 5.406], [-1.234, 1.321, 5.068], [-0.320, -0.835, 4.737], [-1.529, -1.284, 3.537], [0.680, -1.721, 5.121], [0.766, -2.911, 4.544], [1.607, -1.411, 6.095], [2.563, -2.280, 6.417], [-3.706, 2.082, -3.568], [-4.423, 2.575, -2.485], [-3.893, 2.518, -1.201], [-2.641, 1.953, -0.987], [-1.947, 1.420, -2.075], [-2.465, 1.494, -3.362], [-1.712, 1.962, 0.736], [-0.655, 3.592, 0.454], [-0.323, 4.365, 1.564], [0.469, 5.495, 1.423], [0.945, 5.857, 0.170], [0.619, 5.090, -0.939], [-0.180, 3.961, -0.799], [-3.046, 2.721, 1.933], [-3.546, 4.003, 1.700], [-4.499, 4.544, 2.548], [-4.959, 3.813, 3.638], [-4.448, 2.548, 3.888], [-3.489, 2.005, 3.040], [-4.113, 2.158, -4.571], [-5.402, 3.017, -2.637], [-4.463, 2.910, -0.371], [-0.979, 0.955, -1.938], [-1.888, 1.090, -4.187], [-0.692, 4.090, 2.543], [0.719, 6.091, 2.295], [1.565, 6.740, 0.057], [0.986, 5.365, -1.922], [-0.430, 3.379, -1.671], [-3.181, 4.577, 0.859], [-4.874, 5.545, 2.368], [-5.708, 4.237, 4.296], [-4.783, 1.985, 4.750], [-3.068, 1.034, 3.265], [4.555, -4.872, -2.856], [3.770, -3.456, -3.185], [2.121, -3.128, -2.739], [2.210, -1.483, -3.369], [3.374, -1.222, -3.860], [4.226, -2.318, -3.780], [5.555, -2.109, -4.279], [6.172, -3.049, -5.088], [7.452, -2.798, -5.563], [8.108, -1.618, -5.239], [7.474, -0.677, -4.438], [6.196, -0.919, -3.958], [0.869, -0.407, -3.270], [5.663, -3.967, -5.342], [7.937, -3.534, -6.195], [9.108, -1.432, -5.612], [7.978, 0.248, -4.180], [5.681, -0.193, -3.340]]}